C29H29N5O6SSn as an isolated structure, computed with ωB97M-V/def2-TZVPD.

```
71
Properties=species:S:1:pos:R:3:lowdin_charge:R:1
Sn 1.31745 0.64873 0.51357 1.435
O 0.84477 -1.58946 -0.11270 -0.255
C 0.25536 -1.92890 -1.20208 -0.420
C -0.85222 -2.82673 -1.18986 -0.030
C -1.48952 -3.21851 -2.34348 -0.118
C -1.05342 -2.77435 -3.60089 -0.149
C 0.02707 -1.91619 -3.64567 -0.104
C 0.66992 -1.46399 -2.49053 -0.176
C 1.82675 -0.59627 -2.63634 -0.103
N 2.32289 0.12081 -1.70414 -0.067
N 3.50629 0.76200 -2.04828 0.046
C 4.13275 1.20301 -0.98390 -0.527
O 3.79044 1.09850 0.22985 -0.204
C 5.44802 1.88194 -1.28125 -0.136
C 5.79325 2.30173 -2.56368 -0.042
C 7.00826 2.92907 -2.79488 -0.112
C 7.90007 3.13901 -1.74840 -0.132
C 7.56032 2.72245 -0.46797 -0.109
C 6.33868 2.10286 -0.23726 -0.034
H -1.20400 -3.14320 -0.21568 0.102
H -2.34956 -3.87792 -2.27820 0.086
H -1.55247 -3.09076 -4.50875 0.075
H 0.38542 -1.55322 -4.60625 0.099
H 2.34140 -0.59611 -3.60169 0.114
H 5.08612 2.12573 -3.36291 0.099
H 7.26302 3.26067 -3.79530 0.086
H 8.84955 3.62988 -1.93027 0.082
H 8.24847 2.88607 0.35379 0.087
H 6.04084 1.78475 0.75352 0.108
C -4.19123 0.06214 -4.73485 -0.065
C -3.71428 0.20569 -3.31215 -0.283
C -4.60954 0.15352 -2.24768 -0.058
C -4.16598 0.26600 -0.93795 -0.059
C -2.81161 0.43329 -0.68034 -0.252
C -1.91041 0.49525 -1.73195 -0.035
C -2.36411 0.37925 -3.03643 -0.030
S -2.23308 0.50598 1.01395 0.496
O -1.73005 -0.82445 1.31609 -0.357
O -3.42377 0.90133 1.76626 -0.365
N -1.04357 1.50619 1.10160 -0.324
C -1.27119 2.84849 0.57349 -0.218
C -0.24291 3.25576 -0.49985 -0.681
O -0.44852 4.32012 -1.08241 -0.018
O 0.76038 2.48303 -0.69793 -0.216
H -5.23025 0.38035 -4.83737 0.064
H -4.12588 -0.97918 -5.06289 0.072
H -3.58007 0.65869 -5.41315 0.071
H -5.66927 0.02553 -2.44747 0.098
H -4.85077 0.22942 -0.10182 0.100
H -0.85701 0.65619 -1.54308 0.094
H -1.64747 0.41607 -3.84850 0.113
H -1.18488 3.59085 1.37236 0.109
H -2.26375 2.98260 0.13361 0.107
N 1.24181 0.77050 3.88885 0.134
C 0.40318 0.09421 4.30592 -0.310
N -0.51473 -0.68366 4.87597 -0.099
C -1.94640 -0.34192 4.78513 -0.144
C -2.76907 -1.51278 4.26009 -0.170
C -2.53750 -2.81832 5.05068 -0.195
C -1.26966 -2.73336 5.90376 -0.200
C -0.14994 -2.08459 5.10808 -0.159
H -2.06149 0.50768 4.11091 0.111
H -2.29277 -0.03863 5.77962 0.111
H -2.50134 -1.64591 3.21373 0.081
H -3.81866 -1.21477 4.27350 0.112
H -2.41714 -3.63992 4.34030 0.105
H -3.39377 -3.06637 5.68341 0.095
H -0.96044 -3.72300 6.24676 0.103
H -1.45234 -2.12327 6.79347 0.108
H 0.00203 -2.61068 4.15812 0.133
H 0.79149 -2.10895 5.65981 0.117
```

For the gap between HOMO and LUMO, the calculation gives 5.93 eV. The calculation puts the energy above the lowest of the compared OMol25 structures with the same formula, charge and spin at 51.5 kJ/mol. For the HOMO energy, the calculation gives -1.57 eV. Its largest force on an atom is 0.61 eV/A. Its net charge is -2.



C29H30AsCuF5O2PTe as an isolated structure, computed with ωB97M-V/def2-TZVPD.

```
70
Properties=species:S:1:pos:R:3:lowdin_charge:R:1
Cu -1.30720 -3.38665 0.57379 0.334
C -0.15242 0.43458 -0.66333 -0.392
C 0.44408 -0.44666 -1.74800 -0.453
As 0.76335 0.38436 -3.48992 1.304
C 1.57639 2.02992 -2.79278 -0.412
C 2.94293 1.95803 -2.53267 -0.128
C 3.61412 3.01907 -1.94322 -0.105
C 2.92875 4.17963 -1.61904 -0.116
C 1.56827 4.26525 -1.87641 -0.104
C 0.89694 3.19604 -2.45231 -0.127
C -1.04222 1.02132 -3.90364 -0.414
C -2.14842 0.26586 -3.51745 -0.102
C -3.42790 0.63376 -3.90923 -0.091
C -3.62393 1.76030 -4.69418 -0.120
C -2.52942 2.51145 -5.09792 -0.116
C -1.25076 2.13775 -4.71229 -0.151
P -0.06835 -0.53254 0.90959 1.128
C 1.72532 -0.44079 1.25242 -0.371
C 2.45500 0.75013 1.24455 -0.115
C 3.82663 0.73019 1.42139 -0.117
C 4.48319 -0.48784 1.58843 -0.108
C 3.76640 -1.67094 1.58777 -0.068
C 2.38254 -1.65413 1.42973 -0.086
C -0.72663 0.70053 2.10334 -0.355
C -1.95658 1.31746 1.86283 -0.103
C -2.54946 2.13601 2.81009 -0.113
C -1.93115 2.35284 4.03526 -0.131
C -0.71387 1.73906 4.29354 -0.112
C -0.12171 0.92447 3.33971 -0.098
H -1.20495 0.63992 -0.87064 0.061
H 0.35925 1.39579 -0.56444 0.058
H -0.14246 -1.35851 -1.90344 0.047
H 1.42442 -0.83687 -1.45963 0.032
H 3.48579 1.04826 -2.76673 0.099
H 4.67102 2.92942 -1.72551 0.096
H 3.44880 5.00822 -1.15392 0.089
H 1.02004 5.16060 -1.60793 0.093
H -0.17179 3.26565 -2.61670 0.092
H -2.01488 -0.62367 -2.91237 0.100
H -4.27214 0.03228 -3.59651 0.100
H -4.62381 2.04822 -4.99509 0.088
H -2.67048 3.38821 -5.71926 0.089
H -0.40212 2.72798 -5.04306 0.094
H 1.94777 1.69816 1.09156 0.101
H 4.38784 1.65851 1.40710 0.085
H 5.56197 -0.50648 1.70006 0.087
H 4.26195 -2.62971 1.66595 0.101
H 1.81534 -2.58745 1.39751 0.055
H -2.47166 1.13685 0.92753 0.099
H -3.50434 2.60048 2.59229 0.091
H -2.39418 2.99156 4.77859 0.085
H -0.21759 1.89452 5.24459 0.091
H 0.82943 0.45286 3.55475 0.101
F 2.08338 -2.71559 -1.27171 -0.575
Te 1.35819 -4.60446 -0.86685 1.804
F 2.78518 -5.37527 -2.23954 -0.685
F -1.55418 -3.26892 -1.34357 -0.607
F 1.16388 -6.50378 -0.20979 -0.615
F 2.95966 -4.64168 0.19481 -0.488
O 0.53103 -3.96561 0.72892 -0.819
C -2.86213 -1.82343 4.02516 -0.089
O -2.43217 -1.95403 2.67832 -0.187
C -2.32399 -3.14249 2.06758 -0.287
C -2.84501 -4.29402 2.89222 -0.110
H -2.24187 -2.41652 4.70280 0.089
H -3.91018 -2.11751 4.14236 0.083
H -2.74966 -0.76814 4.26582 0.077
H -3.88793 -4.13857 3.19626 0.071
H -2.24617 -4.42490 3.80172 0.079
H -2.77517 -5.20832 2.31076 0.068
```

For the gap between HOMO and LUMO (alpha / beta), the calculation gives 5.72 / 5.68 eV. The calculation puts the energy above the lowest of the compared OMol25 structures with the same formula, charge and spin at 27.9 kJ/mol. For the HOMO energy (alpha / beta), the calculation gives -1.57 / -1.53 eV. Its largest force on an atom is 0.52 eV/A. Its net charge is -2.



An isolated molecule of C29H30BF3N2 in a non-equilibrium geometry, computed with ωB97M-V/def2-TZVPD.

```
65
Properties=species:S:1:pos:R:3:lowdin_charge:R:1
C -3.71251 2.78422 0.43869 0.013
N -2.71163 1.73693 0.60029 -0.019
C -1.36942 1.80924 0.41403 0.043
C -0.70620 0.63850 0.90848 -0.149
C -1.84220 -0.15516 1.48973 -0.091
C -3.04691 0.50461 1.18116 -0.162
C -4.30108 0.16729 1.74636 0.003
C -4.38376 -1.02345 2.47796 -0.010
C -3.20525 -1.73868 2.75790 -0.031
B -3.34417 -3.26366 3.46809 -1.007
F -2.05761 -3.83678 3.60150 0.082
F -3.96467 -3.01984 4.70828 0.089
F -4.16505 -3.93382 2.52274 0.080
C -1.94627 -1.25788 2.39137 0.016
H -4.69998 2.39945 0.73146 0.078
H -3.50275 3.63718 1.11286 0.115
H -3.82048 3.16955 -0.59993 0.109
H -0.91562 2.66971 -0.05151 0.149
H 0.28249 0.68328 1.58513 0.229
H -5.17970 0.85333 1.74130 0.108
H -5.32080 -1.36624 2.88796 0.120
H -0.99922 -1.72791 2.69031 0.114
C 0.24116 0.06645 -3.94449 -0.026
C 0.03502 1.42346 -3.26385 -0.528
C 0.28522 2.51939 -4.32687 -0.058
C -1.38326 1.61115 -2.71976 -0.039
C 1.05574 1.49786 -2.16523 -0.166
N 2.07865 2.36693 -2.29274 0.129
C 2.89256 2.32370 -1.13696 -0.171
C 2.35861 1.31684 -0.28032 -0.131
C 3.14484 1.04251 0.85328 -0.034
C 4.40576 1.67604 1.02951 -0.077
C 4.88127 2.65333 0.12753 -0.101
C 4.12789 2.96602 -0.99997 -0.031
C 1.12525 0.83786 -0.90470 -0.090
C 0.13486 -0.06109 -0.24940 -0.168
C 0.73484 -1.43265 0.12313 -0.148
C 2.10425 -1.75117 -0.03241 -0.037
C 2.66717 -2.81897 0.70081 -0.035
C 1.86508 -3.59955 1.55121 -0.259
C 2.46440 -4.69937 2.39945 -0.049
C 0.46686 -3.44392 1.48574 -0.019
C -0.08081 -2.44130 0.68013 -0.040
H 0.14462 -0.75964 -3.23369 0.089
H -0.48779 -0.05174 -4.76203 0.095
H 1.26146 0.03785 -4.36372 0.099
H 0.21233 3.53098 -3.90921 0.092
H 1.26136 2.38141 -4.81043 0.085
H -0.47378 2.43442 -5.11473 0.092
H -1.43822 2.50483 -2.08622 0.074
H -2.12143 1.75156 -3.53363 0.100
H -1.71900 0.74637 -2.14505 0.074
H 2.33008 2.90797 -3.12567 0.154
H 2.78919 0.30235 1.58567 0.110
H 5.05690 1.36236 1.86180 0.105
H 5.82689 3.15175 0.32787 0.099
H 4.48574 3.67297 -1.76271 0.113
H -0.81103 -0.18582 -0.83288 0.132
H 2.74826 -1.12444 -0.64535 0.108
H 3.73391 -3.03244 0.61358 0.113
H 1.69008 -5.16676 2.99423 0.074
H 2.94263 -5.46701 1.79512 0.080
H 3.21801 -4.28303 3.05720 0.075
H -0.17190 -4.11249 2.06468 0.114
H -1.17089 -2.38491 0.58693 0.121
```

For the gap between HOMO and LUMO, the calculation gives 6.81 eV. The calculation puts the energy above the lowest of the compared OMol25 structures with the same formula, charge and spin at 84.1 kJ/mol. For the HOMO energy, the calculation gives -8.29 eV. Its largest force on an atom is 4.28 eV/A.



- energy above the lowest of the compared OMol25 structures with the same formula, charge and spin of number 3 (C29H30BF3N2)?
  84.1 kJ/mol



- Among the records above, which one has the lowest energy above the lowest of the compared OMol25 structures with the same formula, charge and spin?
  C29H30AsCuF5O2PTe



- The highest energy above the lowest of the compared OMol25 structures with the same formula, charge and spin belongs to which entry?
  C29H30BF3N2